Molecular formula: C41H60AsFeN2PSSi4
Method: DFT, ωB97M-V/def2-TZVPD

E_LUMO (alpha / beta): 4.11 / 4.10 eV
highest occupied orbital energy (alpha / beta): 1.065 / -1.213 eV
2S+1: 5
relative energy (zero: lowest compared OMol25 entry of this formula, charge and spin): 0.0 kcal per mole
DFT total energy: -193333.340 eV
gap between HOMO and LUMO (alpha / beta): 0.1119 / 0.1953 Eh
total charge: -2

```
111
Properties=species:S:1:pos:R:3:mulliken_charge:R:1
Fe 0.7058 0.2874 -0.6186 2.048
C 0.7126 2.6971 3.0764 -0.720
C 0.3291 1.5900 4.0309 1.040
C -0.1476 1.9343 5.2972 -0.807
C -0.5543 0.9805 6.2164 -0.723
C -0.5033 -0.3492 5.8545 -0.911
C -0.0328 -0.7099 4.5941 -0.987
C 0.4225 0.2275 3.6716 -0.085
P 0.9661 -0.2251 1.9216 2.136
C 0.7363 -2.0673 2.1316 -0.101
C -0.5554 -2.4644 1.7805 0.802
C -1.0077 -3.7697 1.9328 -0.773
C -0.1523 -4.7316 2.4427 -0.851
C 1.1479 -4.3656 2.7472 -1.065
C 1.6187 -3.0583 2.5876 1.309
C 3.0619 -2.7774 2.9226 -1.508
C 2.7057 0.3022 2.0777 0.595
C 3.3566 0.4159 3.3297 -0.338
C 4.6547 0.8684 3.4346 -0.845
C 5.3500 1.2556 2.2800 -0.820
C 4.7122 1.1904 1.0544 -0.199
C 3.4009 0.6970 0.9098 -0.779
C 2.7943 0.5785 -0.4441 -2.392
H 0.6229 3.6718 3.5638 0.430
H 0.0663 2.6885 2.1925 -0.152
H 1.7361 2.5847 2.7151 0.027
H -0.2091 2.9863 5.5570 0.351
H -0.9110 1.2788 7.1958 0.310
H -0.8285 -1.1147 6.5489 0.383
H -0.0021 -1.7588 4.3375 0.430
H -1.2298 -1.7155 1.3868 -0.483
H -2.0290 -4.0228 1.6724 0.446
H -0.4847 -5.7531 2.5870 0.342
H 1.8278 -5.1143 3.1422 0.342
H 3.5959 -3.7131 3.1105 0.526
H 3.1541 -2.1423 3.8064 0.213
H 3.5556 -2.2502 2.1040 0.198
H 2.8163 0.1626 4.2345 0.493
H 5.1270 0.9418 4.4092 0.351
H 6.3770 1.6007 2.3448 0.321
H 5.2387 1.5097 0.1603 0.416
H 3.0625 -0.4133 -0.8143 1.051
H 3.2986 1.2738 -1.1186 0.499
C 0.0504 -1.0005 -4.1908 -0.152
Si 0.9824 0.2121 -3.0152 -0.791
C 2.7671 -0.1446 -3.6898 -1.398
C 0.8644 2.0231 -3.6580 0.431
C 0.8769 2.3969 -5.0139 -0.129
C 0.8831 3.7299 -5.4059 -0.769
C 0.8921 4.7310 -4.4352 -0.627
C 0.8867 4.3828 -3.0886 -0.412
C 0.8634 3.0382 -2.6686 0.090
Si 0.8126 2.6155 -0.7723 0.180
C -0.7146 3.6946 -0.2277 -1.185
C 2.2652 3.7310 -0.1364 -1.679
H 0.0351 -0.6612 -5.2409 0.368
H -0.9860 -1.1662 -3.8729 -0.487
H 0.5753 -1.9656 -4.1530 0.323
H 2.7569 -0.2258 -4.7897 0.357
H 3.1730 -1.0824 -3.2812 0.257
H 3.4523 0.6704 -3.4195 0.231
H 0.8748 1.6213 -5.7820 0.222
H 0.8796 3.9947 -6.4602 0.304
H 0.9014 5.7757 -4.7303 0.352
H 0.8959 5.1744 -2.3372 0.228
H -0.4100 4.6900 0.1419 0.516
H -1.2978 3.2017 0.5599 -0.214
H -1.3908 3.8349 -1.0843 0.173
H 1.9006 4.7207 0.1712 0.424
H 3.0079 3.8746 -0.9348 0.379
H 2.7925 3.2870 0.7187 0.299
C 2.0037 -5.4773 -1.0044 -0.933
N 0.7121 -4.9019 -1.3107 0.329
C -0.4932 -5.5912 -1.4352 -0.495
C -1.4647 -4.6767 -1.5651 -0.658
N -0.8503 -3.4374 -1.5346 0.701
C 0.4729 -3.5565 -1.2920 -0.467
S 1.5100 -2.2960 -1.0220 -0.212
H 2.0909 -6.4487 -1.4890 0.369
H 2.1431 -5.5775 0.0712 0.252
H 2.7731 -4.8061 -1.3782 0.325
H -0.5456 -6.6683 -1.4491 0.447
H -2.5232 -4.8030 -1.7192 0.462
H -1.3031 -2.5425 -1.3374 -0.412
C -4.6714 1.6799 -2.2646 -1.405
Si -3.1152 0.6369 -2.5682 0.718
C -3.8657 -1.0042 -3.1683 -1.339
C -2.4286 1.4627 -4.1063 -0.826
As -1.6491 0.1617 -0.8153 0.643
Si -3.3558 0.4889 0.7741 0.605
C -2.9605 0.1437 2.5798 -0.735
C -4.1706 2.1944 0.9039 -1.226
C -4.7676 -0.7487 0.4521 -1.310
H -5.2976 1.6327 -3.1638 0.397
H -4.4107 2.7313 -2.0844 0.291
H -5.2653 1.3338 -1.4110 0.355
H -4.6620 -0.8538 -3.9145 0.357
H -4.2841 -1.5522 -2.3153 0.242
H -3.0901 -1.6378 -3.6188 0.412
H -3.2362 1.6606 -4.8243 0.456
H -1.6696 0.8407 -4.5956 0.226
H -1.9409 2.4129 -3.8517 0.133
H -2.0339 0.6342 2.8876 -0.193
H -2.8433 -0.9278 2.7896 0.245
H -3.7708 0.5355 3.2090 0.549
H -3.6029 2.8143 1.6114 0.428
H -5.2017 2.1059 1.2755 0.343
H -4.1893 2.7275 -0.0490 0.237
H -4.3372 -1.7570 0.3732 0.230
H -5.3010 -0.5466 -0.4858 0.253
H -5.5013 -0.7480 1.2761 0.400
```